# 1
Computed, not measured: C3H6N4 in the gas phase in a non-equilibrium geometry, with ωB97M-V with the def2-TZVPD basis set.

Structure (XYZ):
```
13
Properties=species:S:1:pos:R:3:forces:R:3:mulliken_charge:R:1
C -1.443270 0.186459 -0.062226 0.7 -0.9 0.2 0.521
C -2.797016 -0.303049 0.053160 1.4 -1.0 -1.7 -0.943
C 2.642950 0.033764 0.018726 0.6 0.4 -2.6 -0.844
N -0.654620 1.080184 -0.148533 -1.3 -1.9 0.8 0.257
N 0.728089 -1.205952 -0.023322 -2.1 0.4 0.3 -0.737
N 0.583654 1.136539 -0.041378 3.1 3.4 -0.4 -0.978
N 1.209326 -0.113974 0.016098 -0.5 -1.0 -1.0 0.868
H -3.279512 0.334664 0.670882 -1.7 2.3 2.0 0.323
H -3.169503 -0.147902 -0.952242 -0.9 -1.0 -0.1 0.267
H -2.889274 -1.255908 0.565015 0.2 -0.4 -0.8 0.291
H 3.098354 -0.436347 -0.853997 -0.4 -1.1 0.4 0.291
H 3.041962 0.982210 -0.177913 -0.4 2.1 0.4 0.358
H 2.928858 -0.290688 0.935727 1.5 -1.3 2.4 0.326
```
Positions in Å, forces in eV/Å.

Summary:
E_HOMO (eV): -8.18
Charge: 0

***

# 2
Computed, not measured: 11 unconnected molecules or ions with the total composition H22O11 in a non-equilibrium geometry, with ωB97M-V with the def2-TZVPD basis set.

Structure (XYZ):
```
33
Properties=species:S:1:pos:R:3:forces:R:3:mulliken_charge:R:1
O -0.569654 2.765271 -0.523545 0.0 0.1 -1.2 -0.668
H -0.859750 2.612266 0.365814 -0.4 0.2 1.0 0.340
H -1.125102 3.460349 -0.905054 0.2 0.1 0.5 0.300
O -2.745334 -0.494853 0.359235 -1.2 -0.5 0.1 -0.645
H -3.515772 -1.088559 0.140778 1.4 1.0 0.1 0.316
H -2.407482 -0.101940 -0.460055 -0.4 -0.6 -0.1 0.414
O 0.599981 -0.130077 -0.175131 0.3 0.1 -2.1 -0.421
H -0.229927 0.150968 -0.581089 0.4 0.2 0.0 0.324
H 0.556591 0.084386 0.729770 -0.3 0.2 2.2 0.234
O 0.054601 0.441683 -4.084574 1.6 0.3 -3.9 -0.565
H 0.288593 1.200416 -4.694716 -0.3 -1.5 1.0 0.318
H -0.316072 0.839051 -3.349737 -1.0 1.1 2.5 0.392
O 0.900520 -0.119948 2.564642 0.6 -0.3 -0.1 -0.738
H 1.813449 0.182979 2.532351 0.4 0.0 0.0 0.344
H 0.994350 -0.987732 2.982414 -0.6 0.1 0.0 0.276
O -0.530347 -2.492017 -0.553160 -0.8 -1.1 -0.1 -0.655
H 0.098282 -3.084625 -0.131422 0.1 0.2 -0.2 0.272
H -0.186661 -1.600334 -0.484634 0.6 -0.1 0.3 0.415
O 2.332309 -1.079259 -2.524141 0.6 -0.5 -0.2 -0.617
H 1.490585 -1.165421 -2.964093 -0.4 0.0 -0.4 0.303
H 2.179945 -0.371346 -1.911324 -0.1 0.5 0.5 0.287
O -1.628780 -1.622611 2.805960 0.2 0.3 0.9 -0.612
H -1.739577 -1.247219 1.937795 -0.3 0.5 -0.8 0.339
H -1.427063 -2.529599 2.626004 0.1 -0.9 -0.1 0.309
O 0.355548 2.275613 3.716014 0.4 3.1 0.5 -0.640
H 0.499646 1.488275 3.261604 -0.1 -2.7 -0.9 0.380
H 0.991356 2.867398 3.265978 -0.6 -0.1 0.6 0.312
O 3.415786 -1.141667 0.670346 1.9 1.8 -0.1 -0.576
H 2.977701 -0.342852 0.364638 0.1 0.1 -0.3 0.281
H 2.704581 -1.690783 0.854810 -2.0 -1.9 0.4 0.287
O -1.463337 0.592921 -1.876497 -0.4 1.2 0.6 -1.006
H -1.440699 1.457927 -1.406740 0.8 -0.3 0.4 0.315
H -2.068269 0.871342 -2.552241 -0.8 -0.7 -1.1 0.383
```
Positions in Å, forces in eV/Å.

Summary:
E_HOMO (eV): -10.48
SMILES: O.O.O.O.O.O.O.O.O.O.O
Charge: 0

***

# 3
Computed, not measured: C3H7PS in the gas phase in a non-equilibrium geometry, with ωB97M-V with the def2-TZVPD basis set.

Structure (XYZ):
```
12
Properties=species:S:1:pos:R:3:forces:R:3:mulliken_charge:R:1
C -2.671099 0.129749 -0.211114 -0.2 0.1 1.6 -0.950
C -1.165329 0.291079 -0.365026 -1.0 -1.9 1.4 -0.030
P -0.144850 -1.002346 -0.198478 2.0 1.4 -1.6 -0.090
S 2.020645 0.137071 -1.090568 -2.0 -1.3 0.5 -0.251
C 2.904618 -0.241202 0.431970 -0.9 -1.7 0.9 -0.773
H -2.998284 -0.938589 -0.106152 0.3 1.0 -0.6 0.337
H -3.049429 0.650429 -1.085128 -0.7 -0.4 -0.2 0.267
H -3.137353 0.647471 0.712922 1.1 -0.5 -1.4 0.258
H -0.824555 1.272029 -0.443292 0.6 1.5 -0.6 0.409
H 3.803460 0.305700 0.618394 0.6 0.5 -0.4 0.323
H 3.105271 -1.357140 0.594865 -0.3 1.6 -0.4 0.254
H 2.156910 0.105750 1.141610 0.5 -0.3 0.7 0.248
```
Positions in Å, forces in eV/Å.

Summary:
E_HOMO (eV): -8.42
SMILES: C/C=P/SC
Charge: 0

***

One value per record, in order, for HOMO-LUMO gap: 0.3172; 0.3672; 0.2929 Eh.
One value per record, in order, for lowest unoccupied orbital energy: 0.45; -0.49; -0.45 eV.